1.
C26H34N6PdS3 | ωB97M-V with the def2-TZVPD basis set

* lowest unoccupied orbital energy (spin up / spin down): 0.46 / 0.47 eV
* electronic energy: -2662.0261 hartree
* HOMO-LUMO gap (spin up / spin down): 5.0 / 5.0 eV

```
70
C26H34N6PdS3, DFT ωB97M-V with the def2-TZVPD basis set
Pd -0.0522 -16.3410 -4.0547
S -1.4385 -18.0781 -3.7800
C 1.0124 -19.2484 -5.3327
N 1.3228 -20.4663 -5.9725
C 2.7057 -20.6751 -6.3264
C 3.5717 -20.7965 -5.0507
N 3.2011 -19.6722 -4.2189
C 4.0970 -19.5781 -3.0104
C 5.3355 -18.6318 -3.0586
C 6.4037 -18.6923 -2.1676
C 7.5022 -17.7923 -2.2534
C 7.5031 -16.7786 -3.2031
C 6.4141 -16.6936 -4.0745
C 5.3744 -17.6252 -4.0367
C 2.2069 -18.7911 -4.4833
S 2.0488 -17.2256 -3.7651
C 0.2559 -21.2157 -6.6824
C 0.4840 -22.6475 -7.0120
C 0.9504 -23.0542 -8.2733
C 1.0487 -24.4132 -8.6321
C 0.8872 -25.3863 -7.6552
C 0.4246 -25.0110 -6.4258
C 0.1211 -23.6749 -6.1205
H 3.0539 -19.8611 -6.9645
H 2.7885 -21.6183 -6.9487
H 4.6146 -20.7048 -5.3204
H 3.4112 -21.7499 -4.4750
H 4.4080 -20.6198 -2.8262
H 3.4160 -19.3027 -2.1984
H 6.4924 -19.6060 -1.5558
H 8.3720 -17.9960 -1.6116
H 8.4776 -16.2274 -3.2981
H 6.4052 -15.9540 -4.9016
H 4.5478 -17.5674 -4.7986
H -0.1171 -20.6563 -7.5387
H -0.5593 -21.1711 -5.9744
H 1.2008 -22.3214 -9.0317
H 1.1701 -24.5939 -9.7217
H 1.1715 -26.4322 -7.8387
H 0.1995 -25.7751 -5.6789
H -0.3563 -23.4276 -5.1926
C -2.8281 -17.5817 -7.9091
C -1.3423 -17.2145 -7.5889
N -0.6611 -18.2817 -6.8506
C 0.6020 -18.2018 -6.3592
S -0.3727 -19.7337 -4.0659
N 1.5845 -17.4704 -6.9033
C 1.5619 -16.4712 -7.9276
C 2.9749 -15.9463 -8.1603
H -3.3865 -16.7090 -8.2468
H -3.2844 -17.9097 -6.9493
H -2.9593 -18.4016 -8.5944
H -1.2173 -16.2154 -7.0362
H -0.8309 -16.9941 -8.5490
H -1.2384 -18.8546 -6.2923
H 2.3927 -17.3549 -6.3408
H 0.9300 -15.5808 -7.6502
H 1.1952 -16.8465 -8.9284
H 3.2308 -15.4894 -7.2018
H 2.9448 -15.1567 -8.9050
H 3.6559 -16.6797 -8.4542
N -3.7675 -14.4479 -3.5825
C -3.0249 -13.9029 -2.5454
C -1.7648 -14.4199 -2.6168
N -1.7169 -15.2320 -3.7566
C -2.9085 -15.2077 -4.3216
H -4.7121 -14.2358 -3.7952
H -3.4792 -13.2321 -1.7853
H -0.8876 -14.3020 -1.9802
H -3.2114 -15.6809 -5.2447
```



2.
C26H34NO2Sr | ωB97M-V with the def2-TZVPD basis set

* lowest unoccupied orbital energy: 1.75 eV
* electronic energy: -1247.0290 hartree
* total charge: -1
* HOMO-LUMO gap: 4.6 eV

```
64
C26H34NO2Sr, DFT ωB97M-V with the def2-TZVPD basis set
C 2.3578 0.1524 0.7151
C 2.2702 -0.5991 -0.4742
C 1.9759 0.2723 -1.5405
H 2.4487 -1.6712 -0.5613
C 1.8849 1.5947 -1.0191
C 2.1272 1.5210 0.3900
H 1.7986 2.5139 -1.5984
C -1.6558 -2.4408 0.9569
C -0.3457 -2.7496 0.4534
C -0.3855 -2.6529 -0.9498
H 0.5257 -3.0112 1.0697
C -1.7239 -2.3398 -1.3545
C -2.5046 -2.1666 -0.1495
H 1.9585 0.0091 -2.5979
H 2.1875 2.3665 1.0750
H 2.6121 -0.2277 1.7007
H -3.5157 -1.7788 -0.1223
H 0.4615 -2.7726 -1.6259
H -1.9373 -2.3714 2.0172
Sr -0.8516 1.6041 0.2057
C -2.0732 -1.6215 -2.6721
C -3.5706 -1.5851 -2.9816
C -1.2925 -2.2869 -3.8035
H -4.0330 -2.5802 -2.8990
H -3.7134 -1.2589 -4.0193
H -4.1232 -0.8904 -2.3367
H -1.4818 -3.3695 -3.7952
H -0.2124 -2.1237 -3.7249
H -1.6061 -1.9058 -4.7793
C -1.5438 -0.2412 -2.2912
C -1.9039 1.1417 -2.7899
H -0.4569 -0.3286 -2.2416
H -1.8335 -0.1563 -1.2267
O -1.9118 1.9903 -1.8339
N -1.5627 1.5221 -4.0590
C -0.3521 2.3881 -4.1357
H -2.3177 1.6423 -4.7198
C 0.9223 1.7527 -4.6447
C 2.0953 2.4929 -4.4159
H 2.0055 3.4636 -3.9207
C 3.3579 2.0303 -4.7880
H 4.2476 2.6239 -4.5532
C 3.4675 0.8105 -5.4750
H 4.4526 0.4644 -5.8162
C 2.3103 0.0604 -5.7282
H 2.4067 -0.8901 -6.2693
C 1.0387 0.5190 -5.3045
H 0.1570 -0.0899 -5.5238
H -0.1151 2.7462 -3.1040
H -0.5632 3.3140 -4.6932
C -1.4535 0.6482 4.3953
C -0.1538 0.4794 3.6111
C 0.8966 1.4974 4.0824
C 0.3851 -0.9160 3.8518
O -0.4746 0.7508 2.2725
H -1.2809 0.4920 5.4654
H -2.1882 -0.0908 4.0533
H -1.8742 1.6509 4.2515
H 1.0924 1.3503 5.1532
H 1.8502 1.3692 3.5469
H 0.5502 2.5341 3.9420
H -0.3612 -1.6914 3.6654
H 1.2801 -1.1462 3.2700
H 0.6595 -0.9948 4.9084
```